(1)
{"formula": "C4H3BrCl2O2", "method": "the ωB97M-V functional and the def2-TZVPD basis", "symbols": ["O", "C", "O", "C", "Br", "C", "C", "Cl", "Cl", "H", "H", "H"], "positions_angstrom": [[1.627, -0.939, 1.398], [0.988, -1.671, 0.702], [0.081, -1.366, -0.192], [0.151, 0.132, -0.570], [1.345, 0.143, -1.981], [-0.085, 1.055, 0.491], [-1.219, 0.787, -0.487], [-1.624, 2.220, -1.395], [-2.664, -0.264, -0.435], [1.094, -2.798, 0.708], [-0.073, 0.588, 1.452], [0.380, 2.114, 0.310]], "atomic_forces_ev_per_a": [[0.237, 0.177, -0.037], [0.895, -2.231, 0.855], [-0.792, 3.123, -1.031], [-1.045, -3.485, -1.080], [0.604, 0.732, -0.787], [0.155, 2.432, 0.706], [-0.060, -0.266, -0.392], [0.238, -0.007, -0.565], [0.923, 0.407, 0.690], [-0.136, 0.882, 0.201], [-0.006, 0.399, 0.613], [-1.012, -2.163, 0.828]], "e_above_lowest_kj_mol": 0.0, "e_lumo_ev": 0.5, "multiplicity": 1, "gap_ha": 0.39673}

=====

(2)
{"formula": "C4H3BrClN", "method": "the ωB97M-V functional and the def2-TZVPD basis", "symbols": ["C", "C", "C", "C", "N", "Cl", "Br", "H", "H", "H"], "positions_angstrom": [[-1.131, -1.141, 1.033], [-0.347, 0.465, -0.566], [-0.925, 0.165, 0.717], [1.357, 0.335, -0.736], [-1.384, -2.282, 0.987], [1.830, -1.283, -0.976], [2.574, 1.361, 0.331], [-0.734, -0.128, -1.316], [-0.514, 1.499, -0.845], [-0.726, 1.009, 1.372]], "atomic_forces_ev_per_a": [[-0.834, -2.014, -0.092], [2.987, 1.885, -0.799], [1.740, 1.807, 0.658], [-2.300, -0.238, 0.984], [0.257, 0.720, 0.482], [0.170, -0.066, -0.051], [-0.756, -0.258, -0.366], [-0.479, -1.440, -1.750], [-0.112, 0.235, 0.080], [-0.673, -0.631, 0.853]], "e_above_lowest_kj_mol": 190.2, "e_lumo_ev": [-1.0, -1.8], "multiplicity": 1, "gap_ha": [0.30866, 0.25952]}

=====

(3)
{"formula": "C4H3BrINO2S", "method": "the ωB97M-V functional and the def2-TZVPD basis", "symbols": ["O", "N", "O", "C", "C", "C", "C", "Br", "S", "H", "H", "I", "H"], "positions_angstrom": [[2.175, -0.145, -2.224], [1.311, -0.880, -1.826], [1.009, -1.917, -2.340], [0.650, -0.531, -0.633], [0.668, 0.685, -0.075], [0.000, 0.695, 1.173], [-0.641, -0.509, 1.493], [-1.631, -0.818, 3.057], [-0.199, -1.692, 0.309], [0.907, 1.568, -0.576], [0.059, 1.499, 2.008], [-3.084, 1.119, -0.177], [-1.225, 0.927, -0.188]], "atomic_forces_ev_per_a": [[0.612, 1.038, -0.279], [0.428, -0.022, -0.282], [-0.652, -1.639, -0.645], [-0.649, -0.681, 1.165], [-0.697, 0.183, 1.298], [-0.372, 0.255, 3.215], [2.127, 0.633, -0.561], [0.368, -0.109, -0.643], [-0.694, -0.143, 0.073], [1.122, 1.110, -0.585], [-0.402, -1.085, -2.126], [1.955, -0.096, -0.421], [-3.148, 0.555, -0.209]], "e_above_lowest_kj_mol": 98.6, "e_lumo_ev": -1.4, "multiplicity": 1, "gap_ha": 0.29493}

=====

(4)
{"formula": "C4H3Cl2N", "method": "the ωB97M-V functional and the def2-TZVPD basis", "symbols": ["C", "C", "Cl", "C", "Cl", "C", "N", "H", "H", "H"], "positions_angstrom": [[0.005, -0.038, 0.143], [1.454, -0.485, -0.067], [1.692, -2.151, -0.048], [2.528, 0.306, 0.012], [2.300, 2.032, -0.026], [3.835, -0.157, 0.052], [4.914, -0.519, 0.069], [-0.595, -0.687, -0.488], [-0.255, 0.950, -0.366], [-0.292, -0.151, 1.194]], "atomic_forces_ev_per_a": [[0.132, 0.580, -2.093], [-0.926, 1.186, 1.223], [0.074, -1.126, -0.107], [-1.753, 0.929, -0.474], [0.272, -0.064, 0.160], [0.196, 0.070, -0.169], [1.349, -0.466, 0.088], [-0.231, -0.566, 0.337], [0.789, -0.876, 1.406], [0.098, 0.334, -0.372]], "e_above_lowest_kj_mol": 97.1, "e_lumo_ev": 0.0, "multiplicity": 1, "gap_ha": 0.35976}

=====

(5)
{"formula": "C4H3Cl3NO4", "method": "the ωB97M-V functional and the def2-TZVPD basis", "symbols": ["N", "C", "O", "C", "O", "O", "C", "O", "C", "Cl", "Cl", "Cl", "H", "H", "H"], "positions_angstrom": [[1.754, -1.688, -0.486], [1.242, -0.451, 0.037], [1.915, 0.536, -0.285], [0.297, -0.523, 1.119], [-0.331, -1.710, 1.442], [-0.538, 0.659, 1.359], [-1.251, 0.633, 0.259], [-2.101, -0.199, -0.015], [-1.036, 1.847, -0.663], [-0.700, 1.364, -2.299], [0.268, 2.941, -0.202], [-2.692, 2.614, -0.534], [1.264, -2.484, -0.176], [2.760, -1.728, -0.239], [-0.852, -1.811, 0.682]], "atomic_forces_ev_per_a": [[0.772, 0.796, -0.041], [0.954, -0.347, 1.494], [-0.274, 0.811, -0.378], [1.325, 0.087, -0.439], [1.190, 0.556, 0.956], [0.613, -0.091, 0.693], [-0.572, -0.953, -0.299], [0.342, 0.507, -0.255], [-0.221, 0.396, 0.134], [-0.298, -0.346, -0.625], [-0.735, 0.262, 0.335], [0.528, 0.471, -0.278], [-0.408, -1.065, 0.663], [-1.038, -0.064, -0.454], [-2.177, -1.020, -1.506]], "total_charge": -1, "e_lumo_ev": 3.1, "multiplicity": 1, "gap_ha": 0.22992}

=====

(6)
{"formula": "C4H3ClF4O", "method": "the ωB97M-V functional and the def2-TZVPD basis", "symbols": ["C", "C", "C", "C", "O", "F", "F", "F", "F", "Cl", "H", "H", "H"], "positions_angstrom": [[1.786, -0.685, -2.026], [-1.231, 0.913, 1.228], [0.481, -0.812, 0.482], [-0.346, 0.374, 0.126], [2.809, -0.096, -2.071], [-0.130, -2.080, 0.339], [1.062, -0.733, 1.678], [0.454, 1.363, -0.386], [-1.108, 0.031, -0.979], [0.557, -1.331, -2.906], [-0.592, 1.195, 2.073], [-1.947, 0.109, 1.576], [-1.794, 1.752, 0.867]], "atomic_forces_ev_per_a": [[2.027, 1.316, 3.261], [-0.076, -1.309, 0.661], [0.423, -2.762, -0.551], [-1.400, 0.695, -1.255], [-1.585, -0.976, -1.121], [0.852, 2.616, 0.417], [-0.237, -0.062, -0.507], [0.251, -0.090, 0.796], [-0.145, -0.203, 0.805], [-0.536, -0.508, -1.694], [-0.246, 0.047, -0.177], [0.847, 0.822, -0.452], [-0.175, 0.416, -0.183]], "e_above_lowest_kj_mol": 293.4, "e_lumo_ev": [-0.4, -0.2], "multiplicity": 1, "gap_ha": [0.28899, 0.33822]}

=====

Values of total energy, in order: -3799.02595; -3243.03440; -3629.18897; -1129.32167; -1890.51284; -1088.98702, all in Ha.